This record from OMol25 describes 2 unconnected molecules or ions with the total composition C5H15NO2. The level of theory is the ωB97M-V functional and the def2-TZVPD basis.

ORCA input file:
```
! wB97M-V def2-TZVPD RIJCOSX def2/J DEFGRID3
* xyz 0 1
C 0.224 -0.404 -0.935
N -1.116 -0.461 -0.416
C -1.880 -1.578 -0.924
O -2.979 -1.850 -0.050
C 0.995 0.840 -0.473
C 1.630 0.794 0.919
C 2.635 -0.354 1.166
H 0.191 -0.315 -2.020
H 0.837 -1.290 -0.759
H -1.182 -0.498 0.593
H -2.284 -1.348 -1.913
H -1.312 -2.510 -0.937
H -3.374 -1.012 0.230
H 1.756 1.081 -1.220
H 0.327 1.716 -0.518
H 0.848 0.643 1.681
H 2.097 1.754 1.090
H 2.595 -0.677 2.201
H 3.636 -0.065 0.834
H 2.366 -1.246 0.594
H -1.658 2.266 0.983
H -2.044 1.995 -0.445
O -2.311 2.520 0.319
*
```

Values from the calculation:
DFT total energy (eV): -11012.88831
Orbital gap (eV): 10.28
SMILES string: CCCCNCO.O
ΔE to the lowest compared entry with this formula, charge and spin (eV): 1.0580

This record from OMol25 describes 3 unconnected molecules or ions with the total composition C5H15NO2. The level of theory is the ωB97M-V functional and the def2-TZVPD basis.

ORCA input file:
```
! wB97M-V def2-TZVPD RIJCOSX def2/J DEFGRID3
* xyz 0 1
C -0.154 1.070 1.574
N -0.611 0.574 0.273
C -0.677 -0.784 0.001
C -0.508 -1.321 -1.223
C -0.632 -2.729 -1.648
C -1.129 -1.748 1.080
H 0.900 0.844 1.725
H -0.386 2.128 1.642
H -0.827 0.631 2.306
H -0.214 1.130 -0.477
H -0.172 -0.577 -1.950
H -0.272 -2.910 -2.658
H -0.010 -3.417 -1.053
H -1.633 -3.143 -1.481
H -1.235 -1.298 2.067
H -0.320 -2.466 1.229
H -2.073 -2.217 0.821
H 2.565 0.469 -0.159
H 2.974 1.458 -1.152
O 2.761 1.418 -0.238
H 0.952 3.831 -0.675
H 0.145 4.406 0.418
O 0.558 4.651 -0.423
*
```

Values from the calculation:
DFT total energy (eV): -11012.35144
Orbital gap (eV): 8.13
SMILES string: C/C=C(\C)NC.O.O
ΔE to the lowest compared entry with this formula, charge and spin (eV): 1.5948

This record from OMol25 describes 2 unconnected molecules or ions with the total composition C5H15NO2. The level of theory is the ωB97M-V functional and the def2-TZVPD basis.

ORCA input file:
```
! wB97M-V def2-TZVPD RIJCOSX def2/J DEFGRID3
* xyz 0 1
C 0.887 -3.092 -1.132
O 0.928 -3.851 0.054
C -0.113 -1.904 -0.927
C 0.212 -0.894 0.120
C -0.875 0.269 0.178
C -0.390 1.682 -0.109
N -1.271 2.691 0.538
H 0.452 -3.827 -1.832
H 1.909 -2.792 -1.412
H 0.814 -3.298 0.832
H -1.121 -2.280 -0.637
H -0.274 -1.371 -1.921
H 1.119 -0.285 0.012
H 0.330 -1.266 1.191
H -1.355 0.210 1.262
H -1.799 -0.082 -0.308
H -0.593 1.907 -1.155
H 0.588 1.820 0.368
H -2.262 2.612 0.420
H -0.965 2.818 1.490
H 2.006 3.448 1.045
H 0.689 3.988 0.592
O 1.083 3.497 1.331
*
```

Values from the calculation:
DFT total energy (eV): -11011.79497
Orbital gap (eV): 9.70
SMILES string: NCCCCCO.O
ΔE to the lowest compared entry with this formula, charge and spin (eV): 2.1513

HOMO energy for the records above, in order: -9.437; -7.654; -8.905 eV